Molecular formula: C24H24N3OSZr
Method: DFT, ωB97M-V/def2-TZVPD

The LUMO energy is -5.25 eV. For the relative energy (zero: lowest compared OMol25 entry of this formula, charge and spin), the calculation gives 6.0 kJ/mol. Its charge is +1. The spin multiplicity is 1. The frontier orbital gap is 5.861 eV. For the max |F|, the calculation gives 0.00386 hartree/bohr.

Geometry as XYZ:
```
54
Properties=species:S:1:pos:R:3:forces:R:3
Zr 0.03816 0.26718 -0.55778 0.17 0.08 -0.05
C 5.93919 -1.19632 -0.61029 0.00 0.00 0.00
C 6.42022 0.16792 -0.11686 0.00 0.00 -0.01
C 6.90492 0.01924 1.33194 0.00 0.00 0.01
C 7.58866 0.61946 -1.00569 0.00 0.00 0.00
C 5.32150 1.22558 -0.17131 -0.01 0.00 0.00
C 5.59893 2.53492 0.23403 -0.01 0.00 -0.01
C 4.63479 3.52031 0.17618 0.03 0.00 0.01
C 3.35214 3.24050 -0.29868 -0.03 0.00 -0.01
S 2.40477 4.68891 -0.73824 0.02 -0.01 0.01
C 0.81029 2.30380 -0.23252 -0.08 -0.01 -0.02
N 1.71232 1.59526 -0.99249 -0.06 -0.12 0.08
C 3.04243 1.91409 -0.64620 0.00 0.03 -0.03
C 4.02957 0.93671 -0.59108 0.03 -0.01 0.02
C -1.51399 2.98597 -0.48250 -0.01 0.02 0.01
C -2.54539 3.88386 -0.28128 0.00 0.00 0.00
C -3.85194 3.41046 -0.16802 0.00 -0.01 0.00
C -4.12069 2.05669 -0.26112 -0.01 0.00 0.00
C -3.07480 1.15735 -0.44979 0.01 -0.01 0.00
C -1.75278 1.59029 -0.56342 -0.07 0.02 0.02
H 6.76532 -1.90639 -0.56627 0.00 0.00 0.00
H 5.59571 -1.15503 -1.64593 0.00 0.00 0.00
H 5.13446 -1.59332 0.01259 0.00 0.00 0.00
H 7.70091 -0.72539 1.38246 0.00 0.00 0.00
H 6.09203 -0.30632 1.98402 0.00 0.00 0.00
H 7.29977 0.95591 1.72571 0.00 0.00 0.00
H 8.38270 -0.12844 -0.98193 0.00 0.00 0.00
H 8.01198 1.56557 -0.66850 0.00 0.00 0.00
H 7.26637 0.74230 -2.04110 0.00 0.00 0.00
H 6.58551 2.79466 0.59261 0.00 0.00 0.00
H 4.87872 4.53358 0.46859 -0.01 0.00 0.00
H 3.75847 -0.07160 -0.87501 -0.02 0.00 0.00
H -2.35570 4.94654 -0.19994 0.00 0.00 0.00
H -4.65935 4.11213 -0.00536 0.00 0.00 0.00
H -5.13759 1.69709 -0.17596 0.00 0.01 0.00
H -3.31554 0.09827 -0.49621 0.00 0.00 0.00
N 0.12468 6.11499 -2.03517 -0.01 0.00 0.01
C -0.01148 5.93792 -0.70500 0.02 -0.03 0.00
O -0.64305 6.67551 0.01802 -0.01 0.01 0.00
C 0.62032 4.64176 -0.12606 -0.04 0.02 -0.01
C 0.67954 4.77515 1.35590 0.01 0.00 0.01
C 0.60735 3.84402 2.32791 -0.01 0.00 -0.03
C 0.39696 2.44176 2.12636 -0.03 0.00 0.02
N 0.62786 1.84223 1.01043 0.03 -0.06 -0.03
C -0.06437 3.39683 -0.72911 0.07 0.02 0.03
H -0.24903 6.96511 -2.42599 0.00 0.00 -0.01
H 0.80833 5.59978 -2.56465 0.00 0.00 -0.01
H 0.80051 5.80326 1.67502 0.00 0.00 0.00
H 0.65358 4.17341 3.35699 0.00 0.01 0.00
H 0.05370 1.82448 2.94920 0.01 0.00 0.00
H 0.09776 3.46183 -1.80682 -0.01 -0.01 0.00
C 0.08944 -0.86293 1.17430 -0.03 0.03 -0.01
H 0.98629 -1.18316 1.71022 0.01 0.01 -0.01
H -0.79798 -1.07923 1.77789 0.01 0.00 0.01
```
Positions in Å, forces in eV/Å.